# 1
Molecular formula: C48H47N3O2
Method: DFT, wB97M-V/def2-TZVPD

As for the energy: -59099.9903 eV. Its molar mass is 697.92 g/mol. The orbital gap is 0.130 Ha. Its LUMO energy is -2.2 eV. For the relative energy (zero: lowest compared OMol25 entry of this formula, charge and spin), the calculation gives 0.0 kJ/mol. The calculation puts the strongest force on any atom at 2.2 eV Å⁻¹.

ORCA input file:
```
! RIJCOSX wB97M-V def2-TZVPD def2/J DEFGRID3
* xyz 0 1
C -7.211 -2.348 5.364
N -6.917 -1.075 4.745
C -8.082 -0.393 4.210
C -5.626 -0.661 4.579
C -5.266 0.506 3.832
C -3.939 0.781 3.557
C -2.888 -0.040 4.049
C -1.530 0.287 3.807
C -0.499 -0.603 4.025
C 0.828 -0.236 4.294
C 1.850 -1.259 4.398
C 1.674 -2.575 3.894
C 2.665 -3.530 4.048
C 3.877 -3.233 4.715
N 4.899 -4.176 4.869
C 6.087 -4.138 4.040
C 4.680 -5.433 5.554
C 4.049 -1.923 5.228
C 3.044 -0.984 5.114
C 1.185 1.184 4.485
C 0.432 2.057 5.300
C 0.834 3.370 5.515
C 1.912 3.927 4.786
N 2.259 5.288 4.935
C 3.409 5.674 5.731
C 1.935 6.240 3.892
C 2.631 3.078 3.918
C 2.346 1.718 3.874
C -3.237 -1.151 4.858
C -4.557 -1.454 5.100
H -6.596 -2.484 6.256
H -8.264 -2.350 5.652
H -7.024 -3.195 4.684
H -7.865 0.653 3.990
H -8.452 -0.883 3.298
H -8.883 -0.451 4.965
H -6.053 1.185 3.490
H -3.657 1.633 2.932
H -1.310 1.322 3.554
H -0.751 -1.670 3.947
H 0.755 -2.841 3.369
H 2.542 -4.533 3.636
H 6.410 -3.102 3.890
H 6.881 -4.704 4.542
H 5.911 -4.599 3.055
H 4.070 -5.246 6.447
H 4.165 -6.161 4.913
H 5.658 -5.837 5.850
H 4.960 -1.690 5.776
H 3.169 -0.017 5.610
H -0.460 1.674 5.804
H 0.316 4.004 6.237
H 3.463 5.050 6.635
H 4.351 5.573 5.167
H 3.293 6.729 6.016
H 0.896 6.092 3.565
H 2.051 7.252 4.304
H 2.604 6.135 3.021
H 3.426 3.495 3.295
H 3.020 1.048 3.332
H -2.458 -1.770 5.310
H -4.776 -2.321 5.722
C -2.729 -3.313 -2.691
C -1.965 -3.140 -1.531
C -1.810 -1.866 -0.983
C -2.318 -0.731 -1.657
C -1.939 0.626 -1.242
C -1.819 0.994 0.187
C -1.984 2.440 0.592
C -2.900 3.282 -0.062
C -3.003 4.617 0.323
C -2.279 5.083 1.431
C -1.457 4.207 2.158
C -1.234 2.916 1.671
O -1.601 0.123 1.057
C -1.407 1.593 -2.196
C -1.285 1.232 -3.667
C -0.622 0.072 -4.073
C -0.416 -0.159 -5.433
C -0.819 0.797 -6.377
C -1.443 1.983 -5.960
C -1.670 2.199 -4.604
O -0.947 2.702 -1.881
C -3.148 -0.936 -2.794
C -3.375 -2.218 -3.284
H -2.841 -4.309 -3.126
H -1.490 -3.984 -1.031
H -1.256 -1.686 -0.062
H -3.485 2.890 -0.897
H -3.629 5.296 -0.263
H -2.355 6.134 1.727
H -0.967 4.515 3.085
H -0.463 2.267 2.099
H -0.288 -0.657 -3.323
H 0.066 -1.088 -5.744
H -0.649 0.624 -7.439
H -1.750 2.752 -6.675
H -2.148 3.115 -4.246
H -3.592 -0.065 -3.285
H -4.041 -2.357 -4.137
*
```

# 2
Molecular formula: C60H100N4O10
Method: DFT, wB97M-V/def2-TZVPD

As for the expectation value of S²: 0.764. As for the energy: -90260.1595 eV. Its molar mass is 1037.48 g/mol. The orbital gap (spin up / spin down) is 0.278 / 0.074 Ha. Its LUMO energy (spin up / spin down) is -3.2 / -8.8 eV. The calculation puts the strongest force on any atom at 3.3 eV Å⁻¹.

ORCA input file:
```
! RIJCOSX wB97M-V def2-TZVPD def2/J DEFGRID3
* xyz 1 2
C 6.238 11.427 22.998
C 6.534 10.724 21.743
C 5.277 9.862 21.602
O 4.264 10.797 21.854
C 4.737 11.646 22.909
H 6.703 12.412 23.021
H 6.657 10.946 23.882
H 7.404 10.078 21.866
H 6.731 11.477 20.980
H 5.170 8.988 22.245
H 5.228 9.415 20.609
H 4.300 11.510 23.899
H 4.505 12.656 22.572
C 1.620 14.520 14.291
C 0.538 15.572 14.471
C -0.790 14.849 14.298
O -0.417 13.575 13.833
C 0.823 13.309 14.459
H 2.375 14.704 15.056
H 1.939 14.645 13.257
H 0.665 16.384 13.754
H 0.528 15.991 15.477
H -1.404 15.404 13.588
H -1.360 14.768 15.224
H 1.324 12.462 13.991
H 0.568 12.998 15.472
C 5.533 8.481 13.689
C 4.914 7.113 13.312
C 5.640 6.592 12.059
O 6.959 7.045 12.400
C 6.873 8.346 12.970
H 5.680 8.478 14.769
H 5.015 9.393 13.389
H 3.828 7.188 13.277
H 5.128 6.407 14.115
H 5.314 7.062 11.131
H 5.571 5.515 11.904
H 6.899 9.120 12.203
H 7.708 8.632 13.609
C 8.756 7.243 17.381
C 7.519 6.468 16.914
C 6.382 7.037 17.757
O 7.086 7.760 18.797
C 8.417 7.472 18.822
H 8.874 8.140 16.772
H 9.679 6.667 17.329
H 7.671 5.394 17.024
H 7.324 6.591 15.849
H 5.738 6.260 18.167
H 5.840 7.789 17.184
H 8.628 6.607 19.451
H 8.987 8.312 19.218
C 5.336 15.766 21.817
C 6.000 16.908 21.133
C 6.679 16.340 19.866
O 5.837 15.240 19.564
C 5.307 14.644 20.795
H 4.373 16.080 22.221
H 5.906 15.313 22.628
H 6.765 17.491 21.645
H 5.280 17.625 20.740
H 7.713 16.054 20.059
H 6.709 17.120 19.105
H 5.939 13.812 21.107
H 4.340 14.155 20.676
C 1.905 5.471 15.424
C 1.352 6.785 15.804
C 2.234 7.235 16.997
O 3.512 6.730 16.641
C 3.278 5.388 16.099
H 1.962 5.304 14.348
H 1.257 4.746 15.916
H 0.300 6.740 16.086
H 1.505 7.419 14.931
H 1.800 6.948 17.955
H 2.405 8.307 17.087
H 3.266 4.694 16.940
H 4.042 4.954 15.454
C 2.345 17.458 18.652
C 1.966 17.648 20.059
C 1.383 16.326 20.514
O 1.490 15.499 19.319
C 2.504 16.034 18.481
H 3.271 17.991 18.440
H 1.613 17.914 17.987
H 1.230 18.440 20.195
H 2.832 17.891 20.675
H 0.322 16.401 20.752
H 1.889 15.858 21.359
H 2.271 15.768 17.450
H 3.434 15.523 18.730
C -0.214 11.269 21.664
C 1.068 12.077 21.491
C 1.525 11.690 20.100
O 1.163 10.249 20.066
C 0.188 9.932 21.023
H -1.014 11.704 21.066
H -0.418 11.254 22.734
H 1.880 11.830 22.175
H 0.910 13.155 21.518
H 2.564 11.959 19.907
H 0.936 12.254 19.377
H 0.732 9.344 21.762
H -0.715 9.458 20.636
C 8.642 12.076 17.240
C 9.849 11.166 17.280
C 10.024 10.752 15.870
O 8.681 10.589 15.407
C 7.802 11.194 16.328
H 8.915 13.061 16.861
H 8.177 12.115 18.225
H 9.782 10.281 17.912
H 10.746 11.682 17.624
H 10.683 9.888 15.785
H 10.567 11.564 15.387
H 7.387 10.435 16.991
H 7.027 11.707 15.758
C 1.484 9.612 13.137
C -0.006 9.330 13.124
C -0.607 10.292 12.139
O 0.401 10.372 11.133
C 1.679 10.245 11.762
H 2.130 8.738 13.219
H 1.732 10.295 13.949
H -0.475 9.512 14.091
H -0.278 8.303 12.880
H -0.755 11.327 12.445
H -1.482 9.815 11.696
H 2.229 11.184 11.822
H 2.278 9.594 11.125
N 2.399 6.270 22.205
C 3.031 7.077 21.291
C 3.706 6.596 20.147
C 3.625 5.214 19.883
C 2.953 4.358 20.812
C 2.378 4.935 21.957
H 3.066 8.120 21.571
H 4.191 7.218 19.409
H 3.954 4.809 18.937
H 2.909 3.298 20.614
H 1.806 4.332 22.647
N 5.528 18.824 15.411
C 5.944 18.003 16.387
C 5.901 16.635 16.329
C 5.464 16.091 15.125
C 4.973 16.876 14.081
C 5.066 18.266 14.263
H 6.371 18.508 17.241
H 6.439 16.120 17.111
H 5.417 15.022 14.978
H 4.601 16.387 13.193
H 4.745 18.988 13.527
N 4.744 12.815 16.117
C 4.181 11.762 15.485
C 3.796 10.615 16.221
C 4.000 10.568 17.583
C 4.753 11.608 18.181
C 4.917 12.742 17.445
H 4.060 11.799 14.413
H 3.390 9.774 15.679
H 3.715 9.665 18.104
H 4.857 11.632 19.256
H 5.251 13.671 17.883
N 5.173 13.106 12.107
C 5.087 13.892 11.041
C 5.578 13.531 9.798
C 6.303 12.353 9.689
C 6.455 11.556 10.841
C 5.911 11.998 12.035
H 4.482 14.781 11.135
H 5.291 14.206 9.005
H 6.723 12.031 8.748
H 7.022 10.637 10.818
H 6.052 11.482 12.973
*
```

# 3
Molecular formula: C15H20N3O3Os
Method: DFT, wB97M-V/def2-TZVPD

As for the expectation value of S²: 6.032. As for the energy: -28930.6657 eV. Its molar mass is 480.57 g/mol. The orbital gap (spin up / spin down) is 0.353 / 0.228 Ha. Its LUMO energy (spin up / spin down) is -9.1 / -12.8 eV. For the relative energy (zero: lowest compared OMol25 entry of this formula, charge and spin), the calculation gives 0.0 kJ/mol. The calculation puts the strongest force on any atom at 0.5 eV Å⁻¹.

ORCA input file:
```
! RIJCOSX wB97M-V def2-TZVPD def2/J DEFGRID3
* xyz 3 5
Os 0.544 1.150 0.374
O 0.797 3.168 0.592
C -0.334 4.026 0.220
C -1.568 3.196 0.388
C -2.800 3.805 0.462
C -3.932 3.022 0.646
C -3.783 1.649 0.780
C -2.527 1.098 0.689
N -1.418 1.843 0.468
H 1.622 3.669 0.660
H -0.186 4.353 -0.811
H -0.341 4.887 0.887
H -2.876 4.882 0.390
H -4.910 3.482 0.708
H -4.634 1.005 0.954
H -2.372 0.035 0.772
N 2.643 0.638 0.375
C 3.157 0.348 1.759
C 2.128 -0.477 2.498
N 0.858 0.295 2.539
H 2.735 -0.206 -0.192
H 3.252 1.331 -0.057
H 3.325 1.305 2.256
H 4.114 -0.168 1.701
H 2.475 -0.725 3.501
H 1.932 -1.409 1.967
H 0.939 1.052 3.217
H 0.093 -0.288 2.872
O -1.607 -1.121 -0.965
C -0.438 -1.401 -0.962
O 0.538 -0.697 -0.409
C -0.035 -2.641 -1.717
C -0.737 -3.860 -1.404
C -0.469 -5.003 -2.098
C 0.437 -4.946 -3.171
C 1.135 -3.728 -3.490
C 0.881 -2.586 -2.781
H -1.490 -3.838 -0.628
H -0.978 -5.930 -1.871
H 0.596 -5.818 -3.794
H 1.856 -3.738 -4.298
H 1.379 -1.658 -3.027
*
```

# 4
Molecular formula: C46H53FN5O2S2SiY
Method: DFT, wB97M-V/def2-TZVPD

As for the energy: -93424.1028 eV. Its molar mass is 908.09 g/mol. The orbital gap is 0.219 Ha. Its LUMO energy is 3.8 eV. For the relative energy (zero: lowest compared OMol25 entry of this formula, charge and spin), the calculation gives 93.0 kJ/mol. The calculation puts the strongest force on any atom at 2.0 eV Å⁻¹.

ORCA input file:
```
! RIJCOSX wB97M-V def2-TZVPD def2/J DEFGRID3
* xyz -2 1
Y 0.562 1.139 -0.989
C 2.207 4.309 3.499
C 1.126 3.819 2.527
C 0.257 4.997 2.072
C 0.291 2.711 3.143
C -0.567 3.041 4.184
C -1.370 2.088 4.783
C -1.320 0.788 4.315
C -0.479 0.406 3.271
C -0.541 -1.062 2.871
C -0.825 -1.275 1.384
C 0.716 -1.836 3.284
C 0.359 1.375 2.673
N 1.214 1.064 1.592
C 2.529 0.894 1.877
C 3.077 0.799 3.186
C 4.425 0.602 3.419
C 5.331 0.488 2.373
C 4.840 0.572 1.074
C 3.501 0.764 0.866
F 3.083 0.844 -0.437
H 2.783 5.117 3.040
H 2.892 3.502 3.754
H 1.756 4.687 4.421
H 1.621 3.425 1.641
H -0.147 5.554 2.922
H -0.574 4.648 1.459
H 0.854 5.677 1.463
H -0.608 4.068 4.531
H -2.044 2.358 5.587
H -1.963 0.038 4.764
H -1.380 -1.489 3.430
H 0.074 -1.057 0.820
H -1.631 -0.623 1.044
H -1.111 -2.311 1.183
H 1.579 -1.510 2.707
H 0.571 -2.903 3.094
H 0.927 -1.694 4.347
H 2.397 0.871 4.025
H 4.778 0.534 4.442
H 6.387 0.338 2.556
H 5.493 0.491 0.214
S 1.857 1.644 -3.477
C 1.362 3.295 -3.677
C 1.153 3.719 -5.021
N 1.005 4.038 -6.120
C 1.196 4.196 -2.659
S 1.501 3.853 -0.975
C 0.805 5.529 -2.960
N 0.493 6.618 -3.178
O 0.127 -0.861 -3.246
C 0.753 -1.607 -2.511
N 1.070 -2.922 -2.797
C 1.489 -3.603 -1.591
C 1.765 -2.350 -0.681
O 2.334 -2.422 0.392
N 1.233 -1.264 -1.275
C 0.369 -4.376 -0.890
C -0.905 -4.495 -1.431
C -1.905 -5.168 -0.740
C -1.645 -5.718 0.503
C -0.374 -5.601 1.051
C 0.627 -4.943 0.358
C 2.683 -4.517 -1.826
C 3.961 -4.228 -1.361
C 5.004 -5.119 -1.582
C 4.785 -6.301 -2.272
C 3.517 -6.586 -2.758
C 2.475 -5.701 -2.532
H 0.627 -3.390 -3.568
H -1.141 -4.035 -2.382
H -2.895 -5.246 -1.173
H -2.430 -6.227 1.050
H -0.166 -6.011 2.033
H 1.613 -4.834 0.792
H 4.136 -3.314 -0.812
H 5.993 -4.884 -1.208
H 5.597 -7.000 -2.433
H 3.336 -7.501 -3.309
H 1.482 -5.934 -2.901
C -2.227 1.765 -3.556
Si -2.220 1.443 -1.661
C -3.448 -0.109 -1.495
C -2.635 -1.373 -1.793
C -4.037 -0.252 -0.084
C -4.616 -0.077 -2.487
C -3.114 3.048 -0.939
C -3.439 2.899 0.552
C -2.144 4.221 -1.086
C -4.396 3.418 -1.691
H -3.227 1.868 -3.986
H -1.713 0.948 -4.068
H -1.672 2.679 -3.790
H -1.869 -1.541 -1.029
H -2.133 -1.305 -2.759
H -3.293 -2.254 -1.807
H -3.303 -0.032 0.693
H -4.397 -1.278 0.074
H -4.888 0.417 0.063
H -4.263 -0.135 -3.518
H -5.212 0.831 -2.379
H -5.283 -0.933 -2.309
H -2.584 2.502 1.112
H -4.288 2.232 0.714
H -3.693 3.875 0.988
H -1.226 4.057 -0.521
H -2.602 5.147 -0.714
H -1.863 4.390 -2.128
H -5.140 2.620 -1.642
H -4.186 3.624 -2.743
H -4.847 4.321 -1.257
*
```

# 5
Molecular formula: H21O10
Method: DFT, wB97M-V/def2-TZVPD

As for the energy: -20808.8069 eV. Its molar mass is 181.16 g/mol. The orbital gap is 0.419 Ha. Its LUMO energy is -2.6 eV. For the relative energy (zero: lowest compared OMol25 entry of this formula, charge and spin), the calculation gives 195.0 kJ/mol. The calculation puts the strongest force on any atom at 3.4 eV Å⁻¹.

ORCA input file:
```
! RIJCOSX wB97M-V def2-TZVPD def2/J DEFGRID3
* xyz 1 1
O -1.691 -1.845 2.154
H -2.016 -1.299 2.898
H 1.036 1.583 1.163
O 1.281 1.786 2.587
H 1.446 0.845 2.698
H 2.034 2.385 2.647
O 0.973 3.540 -1.085
H 2.858 -2.046 2.538
H 1.422 3.476 -1.934
O 1.101 1.226 0.145
H 0.808 1.894 -0.535
H 0.653 0.344 0.154
O -0.791 -0.649 0.175
H 0.122 -3.016 0.687
H -0.252 -1.452 0.192
O 0.565 -1.467 -3.158
H 0.077 -1.952 -3.852
H -1.258 -0.618 -0.669
O -0.822 2.036 -2.007
H 1.384 -1.593 -3.681
H -1.453 1.349 -2.346
O -2.910 0.831 -1.461
H -3.685 0.269 -1.340
H -1.159 2.234 -1.176
O 2.167 -1.380 2.600
H -2.582 -2.115 1.879
O 0.985 -3.291 0.354
H 1.119 -4.162 0.747
H -3.098 1.447 -2.184
H 0.065 3.552 -1.389
H 1.620 -1.912 3.200
*
```

# 6
Molecular formula: C5H12O2
Method: DFT, wB97M-V/def2-TZVPD

As for the energy: -9466.3220 eV. Its molar mass is 104.15 g/mol. The orbital gap is 0.193 Ha. Its LUMO energy is -3.2 eV. For the relative energy (zero: lowest compared OMol25 entry of this formula, charge and spin), the calculation gives 850.4 kJ/mol. The calculation puts the strongest force on any atom at 3.8 eV Å⁻¹.

ORCA input file:
```
! RIJCOSX wB97M-V def2-TZVPD def2/J DEFGRID3
* xyz 0 1
C -0.807 -2.215 0.175
C 0.461 -1.543 -0.325
C -0.727 1.944 -1.188
O 0.321 2.295 -1.898
C -0.651 0.613 -0.554
C 0.294 -0.328 -1.012
H -1.469 -1.483 0.645
H -0.589 -2.870 1.019
H -1.368 -2.728 -0.607
H 1.165 -2.222 -0.806
H 0.922 -0.963 0.693
H -1.034 2.595 -0.336
H -1.611 1.964 -1.886
H 1.596 2.895 1.575
H 1.455 2.174 1.453
H 0.981 -0.037 -1.794
H 1.360 -0.225 2.475
H -0.905 0.451 0.485
O 0.602 -0.316 1.887
*
```

# 7
Molecular formula: C4H9N2
Method: DFT, wB97M-V/def2-TZVPD

As for the energy: -7265.9635 eV. Its molar mass is 85.13 g/mol. The orbital gap is 0.435 Ha. Its LUMO energy is -3.1 eV. For the relative energy (zero: lowest compared OMol25 entry of this formula, charge and spin), the calculation gives 210.2 kJ/mol. The calculation puts the strongest force on any atom at 3.8 eV Å⁻¹.

ORCA input file:
```
! RIJCOSX wB97M-V def2-TZVPD def2/J DEFGRID3
* xyz 1 1
C 0.764 0.102 -0.185
C -0.371 1.767 -0.045
C 1.479 -1.121 -0.129
C -1.573 -0.562 0.537
N -0.476 0.270 0.073
N 1.088 1.445 -0.319
H -0.865 2.245 -0.833
H -0.627 2.214 0.855
H 1.903 -1.101 0.847
H 2.207 -1.222 -0.899
H 0.623 -1.844 -0.395
H -1.087 -1.521 1.050
H -2.225 -0.150 1.337
H -2.103 -0.946 -0.300
H 1.921 1.804 -0.792
*
```